[1]
This record from the OMol25 dataset describes one molecule with the formula C4H6N2O in a non-equilibrium geometry. The level of theory is the ωB97M-V functional and the def2-TZVPD basis.

```
13
Properties=species:S:1:pos:R:3:forces:R:3:nbo_charge:R:1
C 1.933 0.176 0.430 -0.016 -0.072 0.048 -0.653
C 0.475 -0.174 0.276 -0.303 0.511 -0.230 0.220
C -0.443 0.726 -0.189 0.134 0.399 -0.219 -0.438
C -1.672 0.070 -0.302 0.519 -0.559 0.208 0.436
O -2.786 0.692 -0.819 0.091 -0.618 0.167 -0.686
N -1.679 -1.188 0.119 3.261 -0.569 0.568 -0.278
N -0.140 -1.344 0.505 -1.239 0.855 -0.513 -0.426
H 2.598 -0.622 0.772 -0.303 -0.035 0.002 0.220
H 2.014 1.017 1.126 0.052 -0.204 -0.042 0.237
H 2.307 0.531 -0.537 -0.046 -0.136 0.180 0.236
H -0.245 1.740 -0.464 -0.002 0.308 -0.113 0.224
H -2.860 0.476 -1.762 0.011 -0.059 0.386 0.491
H 0.497 -2.100 0.844 -2.157 0.178 -0.442 0.418
```
Positions in Å, forces in eV/Å.

Its relative energy (zero: lowest compared OMol25 entry of this formula, charge and spin) is 51.1 kcal/mol. The SMILES is Cc1cc(O)n[nH]1. As for the spin multiplicity: 1. Its HOMO-LUMO gap is 9.629 eV.

[2]
This record from the OMol25 dataset describes a 2-piece molecular cluster, C4H6N2O overall in a non-equilibrium geometry. The level of theory is the ωB97M-V functional and the def2-TZVPD basis.

```
13
Properties=species:S:1:pos:R:3:forces:R:3:nbo_charge:R:1
C -1.153 -0.130 -1.277 -0.118 0.172 -1.004 -0.517
C -0.505 -0.589 1.187 -0.964 0.216 0.896 -0.038
O 0.673 -1.047 0.784 0.944 -0.378 0.415 -0.442
C 1.294 -0.145 -0.026 -0.570 -0.037 -0.357 0.351
N 0.884 -0.361 -1.239 0.096 0.363 -0.131 -0.531
C 1.732 1.102 0.548 0.663 0.649 0.179 0.162
N 2.215 2.086 0.933 -0.522 -0.871 -0.314 -0.279
H -0.943 0.046 -2.333 -0.109 -0.025 0.199 0.188
H -1.727 -1.045 -1.162 0.295 0.028 0.184 0.204
H -1.635 0.747 -0.845 0.294 -0.141 0.169 0.188
H -1.034 -1.274 1.848 0.075 0.156 -0.222 0.180
H -0.615 0.487 1.333 0.026 -0.153 -0.060 0.164
H 1.230 0.323 -1.910 -0.110 0.022 0.046 0.370
```
Positions in Å, forces in eV/Å.

Its relative energy (zero: lowest compared OMol25 entry of this formula, charge and spin) is 157.6 kcal/mol. As for the spin multiplicity: 1. Its HOMO-LUMO gap (alpha / beta) is 7.154 / 8.137 eV.

[3]
This record from the OMol25 dataset describes one molecule with the formula C4H6N2O2 in a non-equilibrium geometry. The level of theory is the ωB97M-V functional and the def2-TZVPD basis.

```
14
Properties=species:S:1:pos:R:3:forces:R:3:nbo_charge:R:1
C 0.019 1.238 -0.459 0.230 0.059 -0.075 0.196
C -1.410 -0.747 -0.072 -0.107 0.463 0.127 0.663
C -1.251 0.771 0.143 -0.338 -0.556 -0.033 -0.597
C 1.239 -0.604 0.249 -3.268 -1.670 0.698 0.420
N 1.114 0.609 -0.418 0.473 0.654 -0.471 -0.469
N -0.295 -1.418 0.207 3.253 1.381 0.266 -0.692
O -2.462 -1.237 -0.416 -0.552 -0.117 -0.143 -0.618
O 2.142 -1.448 -0.287 0.448 -0.363 -0.246 -0.676
H 0.027 2.173 -1.009 -0.033 0.151 -0.019 0.191
H -1.211 0.924 1.225 -0.063 0.112 0.069 0.253
H -2.119 1.289 -0.261 0.081 -0.071 0.055 0.251
H 1.416 -0.506 1.323 0.072 0.066 -0.208 0.185
H -0.229 -2.406 0.035 -0.124 -0.181 -0.133 0.403
H 2.195 -1.302 -1.242 -0.072 0.072 0.113 0.489
```
Positions in Å, forces in eV/Å.

Its relative energy (zero: lowest compared OMol25 entry of this formula, charge and spin) is 26.8 kcal/mol. The SMILES is O=C1CC=N[C@H](O)N1. As for the spin multiplicity: 1. Its HOMO-LUMO gap is 10.137 eV.

[4]
This record from the OMol25 dataset describes one molecule with the formula C4H6N2O2 in a non-equilibrium geometry. The level of theory is the ωB97M-V functional and the def2-TZVPD basis.

```
14
Properties=species:S:1:pos:R:3:forces:R:3:nbo_charge:R:1
C -0.035 -1.603 0.109 -0.738 -0.073 1.167 0.686
C 0.974 -0.426 -0.075 -0.569 -1.074 -1.667 -0.159
C 0.746 0.822 0.636 5.334 0.397 2.487 -0.207
C -0.435 1.512 -1.616 2.228 -0.441 0.604 0.541
H -1.780 -1.894 1.254 1.784 2.489 0.131 0.389
H -1.511 -0.164 0.904 0.956 -2.166 0.530 0.388
H 1.980 -0.886 -0.158 -0.500 0.998 -0.548 0.236
H 0.016 0.856 1.303 -3.586 0.400 2.224 0.203
H 1.717 1.094 1.382 -1.958 0.251 -2.771 0.184
H -0.119 1.257 -2.747 -1.181 0.386 2.369 0.156
N -1.024 -1.075 1.232 -1.676 -3.362 -3.403 -0.897
N 0.623 0.993 -0.723 0.400 -1.591 -2.023 -0.454
O 0.095 -2.772 -0.315 -0.781 4.495 1.823 -0.534
O -1.247 2.287 -1.188 0.289 -0.708 -0.921 -0.532
```
Positions in Å, forces in eV/Å.

Its relative energy (zero: lowest compared OMol25 entry of this formula, charge and spin) is 105.4 kcal/mol. The SMILES is NC(=O)[C@@H]1CN1C=O. As for the spin multiplicity: 1. Its HOMO-LUMO gap is 10.356 eV.

[5]
This record from the OMol25 dataset describes a 2-piece molecular cluster, C4H6N2O2 overall in a non-equilibrium geometry. The level of theory is the ωB97M-V functional and the def2-TZVPD basis.

```
14
Properties=species:S:1:pos:R:3:forces:R:3:nbo_charge:R:1
C -0.312 0.576 0.665 4.356 -1.634 2.828 0.252
C 1.653 -0.097 1.175 1.566 1.113 2.271 0.309
C 0.356 0.071 -0.469 -5.272 3.304 0.923 0.093
C -0.245 -0.229 -1.788 -0.585 -2.060 0.308 -0.099
H -1.850 1.220 2.088 1.895 -0.670 -0.830 0.423
H -2.156 1.253 0.505 -0.680 0.095 -0.724 0.372
H 2.588 0.061 1.702 0.615 -1.313 -0.770 0.199
H 0.145 0.312 -2.834 -0.903 -1.718 2.957 0.224
H -1.492 -0.097 -1.625 3.433 -0.492 -0.889 0.185
H 0.399 -2.254 -0.484 -1.059 2.625 -5.486 0.456
N -1.529 0.862 1.166 -2.960 0.990 -0.637 -0.822
N 0.681 0.446 1.790 -2.511 0.275 -2.903 -0.460
O 1.530 -0.396 -0.103 2.866 0.115 0.049 -0.404
O 0.232 -1.728 -1.791 -0.762 -0.631 2.902 -0.727
```
Positions in Å, forces in eV/Å.

Its relative energy (zero: lowest compared OMol25 entry of this formula, charge and spin) is 145.8 kcal/mol. As for the spin multiplicity: 1. Its HOMO-LUMO gap is 8.076 eV.

[6]
This record from the OMol25 dataset describes a 3-piece molecular cluster, C4H6N2O2 overall in a non-equilibrium geometry. The level of theory is the ωB97M-V functional and the def2-TZVPD basis.

```
14
Properties=species:S:1:pos:R:3:forces:R:3:nbo_charge:R:1
C -1.071 0.120 -0.170 -1.526 0.714 0.084 0.371
C -1.143 1.468 -0.079 1.915 1.622 -0.077 -0.328
C 0.325 1.829 -0.156 0.501 3.275 1.977 -0.372
C 1.137 0.717 -0.146 -2.724 -1.412 -0.412 0.417
H -0.193 -2.181 0.465 3.847 1.445 -1.838 0.346
H 0.837 -2.297 -1.090 -0.289 2.876 3.309 0.388
H -1.871 -1.548 0.811 -1.724 3.287 -3.603 0.353
H -2.088 2.195 0.051 2.627 -2.142 -0.452 0.255
H 0.687 2.886 0.191 -0.566 -2.168 -1.248 0.226
H 2.204 -0.827 0.733 0.297 3.489 -3.718 0.504
N 0.766 -1.619 -0.081 -4.578 -5.241 -0.232 -0.628
N 0.220 -0.370 -0.235 0.349 1.549 -1.045 -0.291
O -2.179 -0.607 -0.180 1.180 -5.412 3.812 -0.569
O 2.370 0.234 -0.115 0.691 -1.884 3.442 -0.671
```
Positions in Å, forces in eV/Å.

Its relative energy (zero: lowest compared OMol25 entry of this formula, charge and spin) is 198.6 kcal/mol. As for the spin multiplicity: 1. Its HOMO-LUMO gap is 6.393 eV.

[7]
This record from the OMol25 dataset describes a 2-piece molecular cluster, C4H6N2O2 overall in a non-equilibrium geometry. The level of theory is the ωB97M-V functional and the def2-TZVPD basis.

```
14
Properties=species:S:1:pos:R:3:forces:R:3:nbo_charge:R:1
C -1.350 -0.618 -1.151 3.845 -0.575 2.174 -0.524
C -0.663 -0.272 -0.043 -0.983 -0.025 -1.324 0.131
C 2.790 2.173 -0.227 -0.111 1.512 -3.199 -0.023
C -0.188 0.126 1.113 -2.875 -2.390 1.250 -0.513
N 1.646 1.709 -0.497 0.405 -0.181 1.495 -0.276
N 0.895 2.559 -1.323 0.365 -0.117 0.078 0.614
O 1.415 2.853 -2.371 -0.939 0.518 -0.538 -0.372
O -0.158 2.866 -0.821 0.145 0.328 -0.967 -0.334
H -0.907 -1.328 -1.873 -0.583 0.543 0.391 0.227
H 3.250 2.982 -0.930 -0.780 -1.009 1.787 0.198
H -2.250 -0.120 -1.267 -1.741 0.614 -0.622 0.225
H 3.334 1.653 0.491 1.161 -0.775 1.076 0.197
H 0.219 1.058 1.365 0.957 0.901 -0.194 0.233
H -0.669 -0.426 2.011 1.133 0.657 -1.406 0.220
```
Positions in Å, forces in eV/Å.

Its relative energy (zero: lowest compared OMol25 entry of this formula, charge and spin) is 175.6 kcal/mol. The SMILES is C=N[N+](=O)[O-].C=C=C. As for the spin multiplicity: 1. Its HOMO-LUMO gap is 9.244 eV.

[8]
This record from the OMol25 dataset describes one molecule with the formula C4H6N2O2 in a non-equilibrium geometry. The level of theory is the ωB97M-V functional and the def2-TZVPD basis.

```
14
Properties=species:S:1:pos:R:3:forces:R:3:nbo_charge:R:1
C 1.056 -1.437 -0.386 -0.180 0.075 -0.885 -0.666
C -1.285 -0.276 0.144 -1.405 -3.012 2.520 0.545
C 0.108 0.914 0.390 3.417 -0.287 3.772 0.335
C 0.140 -0.470 0.254 -1.391 0.899 -3.238 -0.030
N 0.929 1.898 -0.074 -0.558 -0.490 0.603 -0.781
O -1.820 0.322 1.238 0.747 -0.875 -2.283 -0.345
O -2.113 -0.943 -0.678 -0.117 0.112 -0.172 -0.665
N -0.611 0.980 1.650 -0.460 3.981 -0.534 -0.400
H -2.915 -0.409 -0.777 0.016 -0.224 0.084 0.499
H 1.859 1.662 -0.389 -0.193 0.051 -0.092 0.394
H 0.795 2.809 0.344 0.072 -0.159 0.080 0.408
H 0.909 -1.426 -1.472 0.084 -0.144 -0.025 0.239
H 0.853 -2.455 -0.043 0.078 0.160 0.041 0.242
H 2.098 -1.170 -0.201 -0.111 -0.087 0.129 0.225
```
Positions in Å, forces in eV/Å.

Its relative energy (zero: lowest compared OMol25 entry of this formula, charge and spin) is 152.5 kcal/mol. As for the spin multiplicity: 1. Its HOMO-LUMO gap is 7.263 eV.

[9]
This record from the OMol25 dataset describes one molecule with the formula C4H6N2O2 in a non-equilibrium geometry. The level of theory is the ωB97M-V functional and the def2-TZVPD basis.

```
14
Properties=species:S:1:pos:R:3:forces:R:3:nbo_charge:R:1
C -1.398 -0.875 0.428 -3.117 -1.741 2.221 -0.081
C -0.080 -0.651 0.018 3.455 1.421 0.121 -0.329
C 1.213 -1.301 -0.012 -1.823 0.757 -1.242 0.005
C 0.241 0.703 0.031 1.925 -0.962 -0.065 0.495
H -2.132 -0.337 -1.304 0.423 -0.353 -1.145 0.475
H -1.669 -1.926 0.525 0.020 -0.259 -0.016 0.181
H -1.626 -0.423 1.447 0.343 -0.540 -0.825 0.162
H 1.412 -2.339 -0.028 0.143 -0.855 -0.171 0.205
H 2.181 1.561 0.243 -0.255 0.059 -0.523 0.414
H -1.357 1.414 0.247 -4.343 -1.090 0.519 0.498
N 2.173 -0.442 -0.226 0.209 0.667 2.184 -0.277
N 1.579 0.777 0.037 0.676 0.304 -1.439 -0.383
O -2.320 -0.207 -0.391 -1.479 0.843 0.519 -0.734
O -0.546 1.765 0.066 3.823 1.749 -0.137 -0.630
```
Positions in Å, forces in eV/Å.

Its relative energy (zero: lowest compared OMol25 entry of this formula, charge and spin) is 55.6 kcal/mol. The SMILES is OCc1cn[nH]c1O. As for the spin multiplicity: 1. Its HOMO-LUMO gap is 9.364 eV.

| no. | electronic energy (eV) |
| --- | --- |
| 1 | -9271.2838 |
| 2 | -9266.6691 |
| 3 | -11319.8796 |
| 4 | -11316.4712 |
| 5 | -11314.7183 |
| 6 | -11312.4316 |
| 7 | -11313.4273 |
| 8 | -11314.4298 |
| 9 | -11318.6303 |